## one
{"formula": "C2H11N5", "method": "the ωB97M-V functional and the def2-TZVPD basis", "smiles": "[H]/N=C\\NN.NCN", "symbols": ["C", "N", "N", "H", "H", "H", "H", "H", "H", "N", "N", "C", "N", "H", "H", "H", "H", "H"], "coordinates": [[1.97303, -0.75408, -0.11028], [0.91121, -0.14936, 0.70279], [2.93415, 0.21160, -0.57431], [1.28793, 0.16113, 1.59485], [3.39591, 0.66353, 0.20818], [2.47602, 0.93020, -1.12358], [0.19045, -0.83779, 0.89859], [2.52537, -1.53876, 0.43039], [1.49466, -1.20524, -0.98456], [-2.21422, 0.88222, 0.05418], [-1.27667, 0.90561, -0.99828], [-2.55608, -0.33999, 0.56531], [-2.29630, -1.47995, 0.09893], [-2.22777, 1.67213, 0.69406], [-0.32182, 0.83172, -0.63198], [-1.39016, 1.75982, -1.53278], [-1.75382, -1.43936, -0.76252], [-3.15192, -0.27344, 1.47101]]}


## two
{"formula": "C2H11N5", "method": "the ωB97M-V functional and the def2-TZVPD basis", "smiles": "[H]/N=C(\\N)NN.CN", "symbols": ["C", "N", "H", "H", "H", "H", "H", "N", "C", "N", "N", "N", "H", "H", "H", "H", "H", "H"], "coordinates": [[1.11139, -1.54665, 1.06669], [1.19675, -0.08357, 1.11347], [1.92231, 0.20615, 1.76361], [-0.41716, 0.70232, 0.94642], [0.28110, -1.80919, 0.41255], [0.95705, -1.92115, 2.07907], [2.02338, -2.00585, 0.67231], [-1.11473, -0.09701, -1.40516], [-0.43847, 1.05193, -1.05499], [-2.13017, -0.69753, -0.63446], [0.65865, 1.26705, -1.70404], [-0.76403, 1.54693, 0.18692], [-0.85056, -0.52601, -2.27805], [-2.99974, -0.16486, -0.72742], [-1.87238, -0.66277, 0.35064], [1.53380, 0.25850, 0.19863], [1.08273, 2.15415, -1.44786], [-0.17992, 2.32757, 0.46166]]}


Most stable: one. Least stable: two.


## one
{"formula": "ClH4N2OP", "method": "the ωB97M-V functional and the def2-TZVPD basis", "symbols": ["N", "N", "O", "P", "Cl", "H", "H", "H", "H"], "coordinates": [[0.63373, 1.22474, 0.15160], [0.57410, -1.30072, -0.59272], [2.43532, -0.35870, 1.20239], [1.31781, -0.25476, 0.27361], [-2.48015, -0.27575, 0.60876], [0.83503, 1.92255, 0.84731], [-0.22770, 1.29660, -0.36565], [-1.55596, -0.72320, -0.19355], [1.03725, -2.19494, -0.52246]]}


## two
{"formula": "ClH4N2OP", "method": "the ωB97M-V functional and the def2-TZVPD basis", "smiles": "NP(N)OCl", "symbols": ["N", "N", "O", "P", "Cl", "H", "H", "H", "H"], "coordinates": [[-1.26263, 0.28239, -0.11013], [1.06789, 0.29085, -0.90524], [0.58420, -0.29835, 1.67093], [0.24245, 0.89361, 0.39653], [0.76088, -1.99282, 1.39441], [-1.39679, -0.58219, 0.36337], [-1.93571, 0.95229, 0.15898], [1.53139, 0.84514, -1.63215], [0.40832, -0.39092, -1.33670]]}


Most stable: one. Least stable: two.


## one
{"formula": "C19H20N2O4", "method": "the ωB97M-V functional and the def2-TZVPD basis", "smiles": "CCCCC(=O)Nc1ccc(C(=O)Nc2ccc3c(c2)OCO3)cc1", "symbols": ["C", "C", "C", "C", "C", "O", "N", "C", "C", "C", "C", "C", "C", "H", "H", "C", "O", "N", "C", "C", "C", "C", "C", "C", "H", "O", "C", "O", "H", "H", "H", "H", "H", "H", "H", "H", "H", "H", "H", "H", "H", "H", "H", "H", "H"], "coordinates": [[-7.53725, -1.84182, -0.46614], [-7.44694, -0.37987, -0.88850], [-6.03426, 0.19389, -0.77420], [-5.55958, 0.31837, 0.67862], [-4.19295, 0.97661, 0.72274], [-4.02698, 2.13941, 1.00488], [-3.18864, 0.11002, 0.38261], [-1.82105, 0.34970, 0.26376], [-1.24949, 1.60548, 0.45939], [0.11332, 1.76555, 0.31995], [0.94102, 0.68962, 0.00767], [0.36389, -0.56053, -0.20200], [-1.00010, -0.72577, -0.07931], [-1.43979, -1.69830, -0.25542], [0.96692, -1.40704, -0.49983], [2.40215, 0.95060, -0.13358], [2.83054, 2.01666, -0.52281], [3.18307, -0.11159, 0.23478], [4.57476, -0.22790, 0.22871], [5.12409, -1.40670, 0.72760], [6.49805, -1.62011, 0.75893], [7.29832, -0.61488, 0.27524], [6.75120, 0.56732, -0.22628], [5.39818, 0.79202, -0.26498], [4.98362, 1.70635, -0.64951], [7.76072, 1.39228, -0.64048], [8.96169, 0.69903, -0.38076], [8.66645, -0.55858, 0.18786], [9.58127, 1.28347, 0.31884], [9.51661, 0.55673, -1.32217], [6.91733, -2.53310, 1.14606], [4.46894, -2.17943, 1.10274], [2.70115, -0.91437, 0.61379], [0.56401, 2.73662, 0.45568], [-1.87765, 2.44216, 0.71365], [-3.46501, -0.84134, 0.18053], [-6.25519, 0.94985, 1.23208], [-5.51772, -0.66264, 1.15416], [-6.01764, 1.18782, -1.22621], [-5.34387, -0.43796, -1.33953], [-7.76896, -0.29324, -1.92846], [-8.12884, 0.21754, -0.28048], [-8.54030, -2.22178, -0.64370], [-6.83784, -2.44900, -1.03772], [-7.31725, -1.96112, 0.59180]]}


## two
{"formula": "C19H20N2O4", "method": "the ωB97M-V functional and the def2-TZVPD basis", "smiles": "O=C(O)CCC(=O)Nc1ccccc1C(=O)NCCc1ccccc1", "symbols": ["O", "C", "O", "H", "C", "H", "H", "C", "C", "O", "N", "C", "C", "C", "C", "C", "C", "C", "O", "N", "H", "C", "H", "H", "C", "C", "C", "C", "C", "C", "C", "H", "H", "H", "H", "H", "H", "H", "H", "H", "H", "H", "H", "H", "H"], "coordinates": [[-0.08009, -1.92788, 0.32210], [0.85894, -2.41579, 0.91144], [1.27785, -2.00637, 2.08898], [0.85702, -1.14600, 2.33235], [1.72922, -3.50013, 0.31267], [1.12397, -4.39148, 0.14014], [2.53855, -3.73642, 1.00228], [2.28273, -3.00159, -1.03322], [3.20665, -1.80382, -0.84027], [4.40968, -1.89679, -0.90732], [2.53173, -0.64133, -0.58882], [3.06924, 0.60337, -0.24013], [4.38189, 0.95287, -0.54519], [4.86167, 2.20790, -0.22084], [4.04380, 3.13748, 0.39893], [2.73897, 2.79782, 0.70744], [2.24523, 1.53691, 0.40063], [0.84535, 1.20633, 0.83033], [0.59377, 0.54873, 1.82879], [-0.10522, 1.74639, 0.04798], [0.17450, 2.25174, -0.77885], [-1.51805, 1.51922, 0.25449], [-2.04925, 2.47425, 0.20111], [-1.62880, 1.10435, 1.25828], [-2.08905, 0.53309, -0.77438], [-3.53891, 0.27673, -0.48006], [-3.90053, -0.74334, 0.39048], [-5.23042, -0.96404, 0.70000], [-6.21498, -0.16451, 0.14385], [-5.86321, 0.85475, -0.72399], [-4.53201, 1.07470, -1.03181], [-4.26280, 1.87043, -1.71276], [-6.62747, 1.47987, -1.16269], [-7.25382, -0.33659, 0.38416], [-5.50106, -1.76208, 1.37588], [-3.13025, -1.36845, 0.81768], [-1.97184, 0.94756, -1.77877], [-1.52805, -0.39966, -0.70459], [2.09356, 3.50639, 1.20639], [4.41865, 4.11873, 0.64599], [5.88309, 2.46158, -0.46028], [5.01932, 0.23082, -1.02630], [1.52615, -0.70768, -0.50570], [2.86463, -3.79589, -1.50091], [1.44966, -2.73218, -1.68553]]}


Most stable: two. Least stable: one.


## one
{"formula": "C2H4S", "method": "the ωB97M-V functional and the def2-TZVPD basis", "symbols": ["C", "C", "S", "H", "H", "H", "H"], "coordinates": [[-0.15366, -0.46996, 0.77620], [-0.14532, 0.90078, 0.19401], [-1.69775, -0.05857, 0.09362], [1.07886, -1.72414, -1.01251], [0.78758, -1.38292, -0.20181], [-0.34332, 1.74573, 0.81459], [0.47361, 0.98908, -0.66410]]}


## two
{"formula": "C2H4S", "method": "the ωB97M-V functional and the def2-TZVPD basis", "symbols": ["C", "C", "S", "H", "H", "H", "H"], "coordinates": [[0.51695, 0.36314, -0.26058], [-0.32558, -0.52655, 0.54887], [-0.98442, 0.66994, -1.33260], [0.83002, 1.28332, 0.22192], [1.31294, -0.10431, -0.82874], [-0.45842, -1.55884, 0.28305], [-0.89150, -0.12670, 1.36808]]}


Most stable: two. Least stable: one.